This record from the OMol25 dataset describes a 6-piece molecular cluster, C6H24N2O5 overall. The level of theory is the ωB97M-V functional and the def2-TZVPD basis.

Element x y z (Å)
H: 0.9092 0.3677 4.1934
C: -0.4301 -1.3445 2.3769
H: -3.9217 1.4588 -0.0066
C: 0.3475 -0.2912 2.1246
H: -0.9966 -3.2398 1.7351
H: 3.7506 -0.3978 -1.0210
H: 2.3595 -1.3784 -2.4482
H: 2.6246 1.0307 -0.9926
H: -1.2671 -3.1083 -2.1862
H: 1.0373 -1.0481 -1.5209
H: -2.5468 2.5022 -2.0238
C: 0.5684 0.7246 3.2207
C: 0.8643 0.0222 0.7387
H: 1.4369 2.2733 -2.7472
H: -0.3174 -2.5055 -3.2195
H: 1.3043 1.4695 2.8987
H: 2.9592 0.1057 1.1621
H: 0.6674 1.0807 0.5351
C: 2.2830 -0.4350 0.4946
H: -2.5387 -0.8229 1.1465
O: 1.3386 2.8634 -1.9900
O: -2.8171 -0.3101 0.3849
H: -1.9606 1.4475 -2.8522
H: 0.3878 2.8326 -1.8179
H: -2.0312 -0.4973 -0.1553
H: 0.1589 -0.4471 0.0406
N: -0.8045 -2.2997 1.4164
O: -3.6488 2.3538 -0.2109
H: -0.1892 -2.4303 0.6187
H: -2.8634 2.6845 0.2173
O: -0.5640 -2.4386 -2.2795
C: 2.7155 -0.0564 -0.9490
H: -0.9901 -1.4223 3.3030
H: -0.3441 1.3069 3.3996
H: 2.3351 -1.5195 0.6014
O: -1.6662 2.1183 -2.2135
N: 1.8495 -0.6500 -1.9741

Properties
- electronic energy (eV) = -19828.090
- molecular weight (g/mol) = 204.267
- total charge = -1
- ⟨S²⟩ = 0.75
- spin multiplicity = 2
- orbital gap (spin up / spin down) (eV) = 2.53 / 8.26
- LUMO (spin up / spin down) (Ha) = 0.1097 / 0.1066
- maximum force (hartree/bohr) = 0.043